*A*
Below is a molecular structure, C19H22N2O6S, with properties calculated with ωB97M-V/def2-TZVPD.

Results
gap between HOMO and LUMO: 7.580 eV

Last column: Löwdin charge in e.
Atoms and positions in Å:
C -0.847 -3.826 -1.602  -0.07
H -0.016 -3.398 -2.379  0.14
O -1.169 -2.800 -0.755  -0.10
C -0.339 -2.376 0.092  -0.29
C 0.985 -2.824 -0.090  0.03
C 1.823 -2.102 0.931  0.00
C 1.381 -1.168 1.943  -0.21
C 0.092 -0.756 1.753  0.01
C -0.882 -1.392 0.985  -0.25
O -2.086 -1.065 1.281  -0.09
C -3.251 -1.686 0.985  -0.08
H -3.454 -1.859 -0.213  0.13
H -3.005 -3.069 1.258  0.19
H -4.055 -1.360 1.470  0.02
H -0.265 -0.069 2.458  0.12
C 2.389 -0.342 2.767  -0.02
H 1.973 0.280 3.286  -0.02
H 2.898 -1.070 3.408  0.10
C 3.676 0.478 1.768  -0.17
N 3.013 1.457 1.086  -0.05
S 2.765 1.035 -0.742  0.72
O 3.314 -0.127 -0.789  -0.22
O 3.235 2.300 -1.349  -0.28
C 0.967 0.991 -0.629  -0.28
C 0.289 1.845 -0.136  -0.13
C -1.007 1.707 0.020  0.00
C -1.709 0.762 -0.983  -0.13
C -0.923 0.395 -1.926  -0.07
C 0.350 0.190 -1.717  -0.18
C 1.279 -0.538 -2.777  -0.02
H 0.619 -0.875 -3.632  0.09
H 1.873 0.178 -3.482  0.12
H 1.914 -1.195 -2.343  0.01
H -1.485 -0.444 -2.698  0.21
N -3.141 0.918 -1.050  0.18
C -3.852 1.692 -0.032  -0.22
O -5.074 1.509 -0.315  0.01
C -3.131 1.999 1.418  -0.08
H -3.686 2.856 1.623  0.11
O -1.929 2.565 1.000  -0.08
H -3.020 1.062 2.024  0.14
H -3.705 0.634 -1.612  0.00
H 0.693 2.196 0.904  0.20
H 3.460 2.159 1.064  -0.06
H 3.977 -0.308 1.136  0.05
H 4.455 0.744 2.508  0.12
H 3.001 -2.391 0.837  0.15
H 1.450 -3.527 -0.603  0.05
H -0.442 -4.625 -1.322  0.00
H -1.925 -4.043 -2.188  0.17

=====

*B*
Below is a single C19H22N2O6S molecule, with properties calculated with ωB97M-V/def2-TZVPD.

Results
gap between HOMO and LUMO: 8.957 eV
SMILES string: CCOc1ccc(S(=O)(=O)N[C@H](C)C(=O)NCc2ccc3c(c2)OCO3)cc1

Last column: Löwdin charge in e.
Atoms and positions in Å:
C -3.388 -3.117 1.173  -0.05
C -2.306 -2.540 0.275  -0.24
H -2.355 -2.997 -0.723  0.13
H -2.439 -1.454 0.177  0.11
O -1.053 -2.818 0.874  -0.03
C 0.072 -2.326 0.309  -0.25
C 0.112 -1.594 -0.876  -0.01
C 1.323 -1.104 -1.336  -0.05
C 2.483 -1.359 -0.639  -0.29
C 2.465 -2.119 0.518  -0.06
C 1.264 -2.598 0.992  0.02
H 1.212 -3.179 1.898  0.12
H 3.391 -2.322 1.031  0.12
S 4.016 -0.633 -1.197  0.65
O 3.783 0.004 -2.463  -0.29
O 5.078 -1.583 -1.077  -0.28
N 4.355 0.595 -0.114  -0.08
H 4.525 0.224 0.812  0.11
C 3.405 1.682 -0.098  -0.35
C 4.094 2.980 0.333  -0.02
H 4.944 3.168 -0.317  0.09
H 4.452 2.886 1.356  0.09
H 3.406 3.820 0.275  0.08
H 3.036 1.771 -1.124  0.14
C 2.259 1.361 0.867  -0.46
O 2.382 0.534 1.749  0.07
N 1.136 2.082 0.681  0.08
H 1.096 2.769 -0.054  0.15
C -0.032 1.909 1.510  -0.12
C -1.287 1.561 0.749  -0.19
C -2.484 1.482 1.449  -0.04
C -3.686 1.153 0.828  0.01
C -3.644 0.909 -0.523  -0.22
C -2.446 0.988 -1.233  -0.22
C -1.257 1.311 -0.624  0.04
H -0.344 1.345 -1.192  0.12
O -2.675 0.678 -2.547  0.03
C -4.061 0.429 -2.650  -0.15
O -4.655 0.553 -1.375  0.03
H -4.516 1.155 -3.342  0.14
H -4.224 -0.590 -3.035  0.14
H -4.608 1.088 1.379  0.12
H -2.483 1.677 2.510  0.12
H 0.214 1.098 2.205  0.13
H -0.207 2.819 2.099  0.13
H 1.382 -0.530 -2.248  0.12
H -0.783 -1.398 -1.442  0.10
H -3.328 -2.667 2.159  0.08
H -4.367 -2.914 0.748  0.08
H -3.257 -4.191 1.272  0.08

=====

Need the numbers? Relative energies in hartree: *A* 0.6855; *B* 0.0000.

=====

*A*
Below is a molecular structure, C3H4N4S, with properties calculated with ωB97M-V/def2-TZVPD.

Results
gap between HOMO and LUMO: 7.266 eV

Last column: Löwdin charge in e.
Atoms and positions in Å:
C -0.273 -0.177 0.274  -0.44
C 1.074 -0.312 -1.252  -0.94
C 0.287 -1.583 -1.262  -0.10
H 0.363 1.190 2.078  0.14
H -0.117 2.228 0.931  0.16
H -2.144 -0.105 1.319  0.25
H 0.259 -2.325 -2.036  0.11
N -0.671 1.571 1.751  -0.03
N -1.052 0.313 1.196  -0.07
N 0.719 0.583 -0.293  0.06
N -0.588 -1.445 -0.314  0.13
S 2.143 0.062 -2.392  0.73

=====

*B*
Below is a single C3H4N4S molecule, with properties calculated with ωB97M-V/def2-TZVPD.

Results
gap between HOMO and LUMO (spin up / spin down): 6.782 / 6.774 eV

Last column: Löwdin charge in e.
Atoms and positions in Å:
C 0.201 -0.158 -1.541  -0.23
C 1.891 -1.296 0.311  -0.82
C -1.342 1.007 1.419  0.07
N 1.135 -1.049 -1.864  -0.03
N 1.791 -1.553 -0.877  -0.04
N -0.100 -0.001 -0.270  0.00
N -0.949 0.825 0.176  -0.10
S 2.361 -1.574 1.748  0.69
H -0.326 0.176 -2.516  0.14
H -1.301 0.217 2.180  0.10
H -1.765 1.927 1.606  0.04
H -1.596 1.479 -0.372  0.20

=====

*C*
Below is a single C3H4N4S molecule, with properties calculated with ωB97M-V/def2-TZVPD.

Results
gap between HOMO and LUMO: 8.036 eV
SMILES string: [H]/N=C1C=N/C(=N\[H])N/1S

Last column: Löwdin charge in e.
Atoms and positions in Å:
C -1.001 -0.864 0.080  -0.38
C -1.584 0.537 -0.064  -0.09
C 0.505 0.958 0.009  -0.46
H 2.571 -0.350 -0.003  -0.11
H -0.859 -2.654 0.031  0.03
H -2.599 0.827 -0.226  0.12
H 1.649 2.521 0.049  0.13
N 0.376 -0.490 0.088  -0.47
N -1.602 -1.973 0.095  0.17
N -0.828 1.467 -0.122  0.14
N 1.664 1.423 0.155  0.11
S 1.707 -1.402 -0.090  0.81

=====

Need the numbers? Relative energies in hartree: *A* 0.0521; *B* 0.1190; *C* 0.0000.

=====

*A*
Below is a single C7H11NO molecule, with properties calculated with ωB97M-V/def2-TZVPD.

Results
gap between HOMO and LUMO: 9.701 eV
SMILES string: O=C[C@@]12CCNC[C@H]1C2

Last column: Löwdin charge in e.
Atoms and positions in Å:
C 0.259 1.610 -0.782  -0.23
C 0.196 0.119 -0.908  -0.36
C 1.381 -0.550 -0.255  -0.11
C 1.108 -0.632 1.308  -0.18
C -1.324 -0.044 1.012  -0.16
C -0.996 -0.584 -0.366  -0.23
C -0.985 -0.244 -1.802  0.00
H -0.766 2.052 -0.796  0.13
H 1.565 -1.607 -0.647  0.13
H 2.298 0.000 -0.502  0.10
H 0.926 -1.666 1.588  0.10
H 1.983 -0.346 1.914  0.12
H 0.159 1.155 1.608  0.08
H -1.857 0.972 0.945  0.14
H -1.943 -0.709 1.546  0.09
H -0.819 -1.661 -0.264  0.14
H -0.898 -1.014 -2.561  0.11
H -1.488 0.669 -2.146  0.11
N -0.030 0.186 1.675  -0.07
O 1.231 2.295 -0.568  0.07

=====

*B*
Below is 2 unconnected molecules or ions with the total composition C7H11NO, with properties calculated with ωB97M-V/def2-TZVPD.

Results
gap between HOMO and LUMO: 9.231 eV

Last column: Löwdin charge in e.
Atoms and positions in Å:
C 1.414 -0.950 -1.346  -0.09
C -0.831 -0.083 -0.402  -0.28
C -1.579 0.938 -1.005  -0.15
C -0.896 2.136 -1.246  0.00
C 0.258 -0.089 0.694  -0.45
C 0.056 -1.405 1.574  -0.09
C 0.300 0.943 1.727  -0.19
H 1.633 -0.700 -2.328  0.03
H 0.835 -1.987 -1.476  0.12
H 2.512 -0.892 -0.874  0.14
H -1.252 -1.175 -0.493  0.16
H -2.805 0.706 -1.389  0.18
H -1.229 3.119 -1.473  0.02
H 0.291 2.210 -1.040  0.11
H 0.289 -2.540 0.949  0.12
H 0.890 -1.376 2.603  0.14
H -1.334 -1.475 2.003  0.19
H 0.358 1.912 1.261  0.11
N 0.647 0.051 -0.657  -0.09
O 0.442 0.658 2.917  0.01

=====

*C*
Below is a single C7H11NO molecule, with properties calculated with ωB97M-V/def2-TZVPD.

Results
gap between HOMO and LUMO: 8.657 eV
SMILES string: C[C@H]1[C@H]2O[C@@H]3C[C@@H]3[C@@]21N

Last column: Löwdin charge in e.
Atoms and positions in Å:
C -0.077 -1.807 -2.227  -0.09
C 0.658 -0.542 -1.523  -0.10
C 0.076 0.571 -0.794  -0.28
C -0.495 1.291 1.253  -0.20
C 0.886 1.660 1.579  -0.06
C 0.692 0.097 1.376  -0.13
C 0.443 -0.701 0.132  -0.31
H -0.170 -1.726 -3.385  0.09
H -0.062 -2.812 -1.734  0.07
H -1.211 -1.699 -2.029  0.07
H 1.516 -0.153 -2.096  0.13
H 0.910 1.203 -0.960  0.12
H -1.459 1.300 2.001  0.20
H 1.641 1.950 0.895  0.09
H 1.015 1.805 2.651  0.12
H 0.925 -0.466 2.266  0.11
H -1.009 -2.294 -0.018  0.14
H -1.471 -0.307 0.445  0.13
N -0.852 -1.267 0.530  0.00
O -0.969 1.082 -0.065  -0.09

=====

*D*
Below is 2 unconnected molecules or ions with the total composition C7H11NO, with properties calculated with ωB97M-V/def2-TZVPD.

Results
gap between HOMO and LUMO: 9.046 eV
SMILES string: C=C(C)c1cc[nH]c1.O

Last column: Löwdin charge in e.
Atoms and positions in Å:
C -1.166 -1.111 0.740  -0.06
C -2.393 -1.397 0.190  -0.14
C -1.679 0.500 -0.680  -0.07
C -0.630 0.099 0.168  -0.19
C 1.441 0.198 1.385  0.04
C 1.033 1.972 -0.377  -0.03
C 0.715 0.677 0.371  -0.31
N -2.743 -0.353 -0.590  0.01
O 2.595 -1.948 -1.229  -0.14
H -0.547 -1.749 1.447  0.12
H -3.165 -2.015 0.640  0.11
H -1.754 1.340 -1.283  0.09
H 2.950 -1.048 -1.416  0.03
H 2.374 0.645 1.491  0.05
H 1.113 -0.724 1.784  0.04
H 0.563 1.852 -1.313  0.05
H 2.077 2.076 -0.563  0.07
H 0.620 2.811 0.148  0.08
H -3.679 -0.026 -0.706  0.15
H 2.274 -1.801 -0.207  0.10

=====

Need the numbers? Relative energies in hartree: *A* 0.0401; *B* 0.2250; *C* 0.2773; *D* 0.0000.

=====

*A*
Below is 2 unconnected molecules or ions with the total composition C2H6NO2, with properties calculated with ωB97M-V/def2-TZVPD.

Results
gap between HOMO and LUMO: 7.420 eV
total charge: -1

Last column: Löwdin charge in e.
Atoms and positions in Å:
C 1.490 -0.045 1.368  -0.23
O 0.781 1.153 1.183  -0.19
H 2.302 0.075 2.081  0.06
H 0.840 -0.882 1.618  0.06
H 1.963 -0.371 0.426  0.07
C -1.451 -0.394 -1.773  -0.63
N -0.935 0.471 -0.884  -0.06
O -2.394 -0.238 -2.557  -0.14
H -0.903 -1.368 -1.853  0.07
H 0.004 0.835 0.649  0.00
H -1.694 0.765 -0.257  0.00

=====

*B*
Below is a molecular structure, C2H6NO2, with properties calculated with ωB97M-V/def2-TZVPD.

Results
gap between HOMO and LUMO: 7.200 eV
total charge: -1

Last column: Löwdin charge in e.
Atoms and positions in Å:
C 0.335 -1.083 0.623  -0.22
C -0.407 0.658 -0.888  -0.59
N -0.477 0.039 0.487  -0.26
O -0.068 1.097 1.343  -0.16
O 0.357 1.651 -1.032  -0.26
H 1.325 -1.150 0.051  0.08
H 0.363 -1.527 1.615  0.05
H -0.087 -2.095 0.221  0.08
H -0.142 -0.341 -1.794  0.10
H -1.450 0.883 -1.322  0.07
H 0.251 1.868 0.696  0.10

=====

Need the numbers? Relative energies in hartree: *A* 0.0000; *B* 0.1088.